# 1
Computed, not measured: C42H105BF4N7Na3O14 as an isolated structure in a non-equilibrium geometry, with wB97M-V/def2-TZVPD.

Element x y z (Å)
Na 3.3968 -3.1367 5.6080
Na 3.8480 -6.6907 7.4100
Na 1.8534 -6.6281 4.5214
B 0.9616 -6.3104 7.3101
F -0.3760 -6.0437 7.4980
F 1.6523 -6.2688 8.4396
F 1.0617 -7.5580 6.7151
F 1.5613 -5.3437 6.4731
C -0.7943 -12.7552 3.5616
O -0.4849 -11.4363 3.8661
C 0.7792 -11.2904 4.5591
C 1.0384 -9.8346 4.8434
N 1.1856 -8.9873 3.6567
C -0.0078 -8.5912 2.8869
C -0.8592 -7.4593 3.6313
O -0.3246 -6.1993 3.4593
C -1.0826 -5.1551 4.0539
H 0.0332 -13.4252 3.3281
H -1.4370 -12.6905 2.6836
H -1.4895 -13.1536 4.3006
H 1.6414 -11.6568 4.0019
H 0.7874 -11.7962 5.5246
H 1.9675 -9.7828 5.4110
H 0.2951 -9.4769 5.5559
H 1.8559 -9.3966 3.0217
H -0.6243 -9.4589 2.6519
H 0.3035 -8.2619 1.8956
H -1.0426 -7.6152 4.6944
H -1.7948 -7.3854 3.0769
H -0.7780 -4.2166 3.5907
H -1.0179 -5.1512 5.1419
H -2.1536 -5.2076 3.8585
C 3.6038 -2.5371 11.1853
O 2.5143 -2.0392 10.3734
C 2.3375 -2.8265 9.1761
C 1.2624 -2.0843 8.2999
N 1.2035 -2.7520 7.0053
C 0.1898 -2.1521 6.1178
C -1.2821 -2.3774 6.5340
O -2.0774 -2.3095 5.3414
C -3.5269 -2.3920 5.4123
H 4.5556 -2.4096 10.6695
H 3.4360 -3.5808 11.4510
H 3.7672 -1.9895 12.1134
H 2.2017 -3.8954 9.3406
H 3.2754 -2.7607 8.6246
H 1.5491 -1.0331 8.2707
H 0.2920 -2.2106 8.7799
H 1.0131 -3.7420 6.9443
H 0.2652 -2.4708 5.0782
H 0.3401 -1.0765 6.0251
H -1.6635 -1.5918 7.1862
H -1.4594 -3.2533 7.1581
H -3.9458 -2.0528 4.4649
H -3.8125 -1.6932 6.1987
H -3.9002 -3.3690 5.7190
C -0.0153 -9.1456 9.7272
O -0.3851 -10.4758 9.5171
C 0.6040 -11.4293 9.8502
C 0.7862 -12.6050 8.9228
N -0.4217 -13.3617 9.1220
C -0.4751 -14.6597 8.5265
C -0.4356 -14.6973 6.9472
O -1.0795 -15.8693 6.5988
C -1.1809 -16.1050 5.1712
H 0.7988 -8.7097 9.1481
H 0.2357 -9.0830 10.7861
H -0.9731 -8.6445 9.5869
H 0.4792 -11.7687 10.8784
H 1.5562 -10.9207 9.6994
H 1.6221 -13.1644 9.3427
H 0.9464 -12.2544 7.9032
H -1.1784 -12.7803 8.7911
H -1.4819 -14.9402 8.8362
H 0.2292 -15.3767 8.9482
H 0.6059 -14.7254 6.6270
H -0.9572 -13.9099 6.4031
H -2.0723 -15.6925 4.6987
H -1.2965 -17.1615 4.9293
H -0.2773 -15.7563 4.6711
C -6.0366 -0.6563 11.9508
O -4.8614 -1.4400 11.5791
C -4.2085 -1.0249 10.3794
C -2.9322 -1.7983 10.2148
N -3.1826 -3.2251 10.3773
C -1.9408 -3.9971 10.2672
C -2.2036 -5.5130 10.7318
O -2.6781 -5.5435 12.0825
C -2.6749 -6.8955 12.4966
H -6.7568 -0.5556 11.1388
H -5.6693 0.3283 12.2400
H -6.4388 -1.0969 12.8631
H -4.0543 0.0537 10.4090
H -4.8259 -1.1567 9.4908
H -2.3009 -1.4511 11.0327
H -2.4051 -1.4865 9.3131
H -3.5508 -3.3559 11.3087
H -1.2012 -3.6608 10.9939
H -1.6265 -4.0907 9.2277
H -1.2357 -5.9952 10.5946
H -2.8590 -5.9614 9.9852
H -1.6969 -7.2186 12.8534
H -2.9952 -7.7015 11.8364
H -3.2820 -7.1028 13.3778
C 3.4731 -13.5478 6.7829
O 3.3371 -12.2064 6.6919
C 3.7584 -11.4354 7.8104
C 3.5210 -9.9050 7.5476
N 4.3414 -9.0005 8.3884
C 4.0798 -9.0386 9.7666
C 4.8660 -7.8489 10.3822
O 4.4645 -6.6179 9.8238
C 5.4365 -5.5778 9.9847
H 3.2693 -14.1328 5.8860
H 2.8491 -13.8964 7.6058
H 4.4948 -13.7562 7.1003
H 4.8080 -11.6492 8.0128
H 3.3102 -11.7544 8.7514
H 2.4786 -9.6894 7.7821
H 3.7972 -9.7311 6.5076
H 5.3242 -9.1600 8.2192
H 4.3244 -9.9772 10.2639
H 3.0014 -9.0377 9.9252
H 5.9352 -8.0282 10.2688
H 4.6251 -7.7847 11.4433
H 6.4046 -5.7385 9.5103
H 5.5652 -5.3196 11.0358
H 4.9785 -4.6841 9.5609
C 0.9434 -10.8857 16.9312
O 1.2045 -9.6170 16.3455
C 2.3714 -8.9547 16.8224
C 2.2929 -7.3996 16.6568
N 2.5464 -7.0921 15.2435
C 2.4956 -5.6505 14.9539
C 2.5474 -5.3941 13.4228
O 1.5578 -6.1799 12.7087
C 1.4480 -5.8329 11.2767
H 1.7786 -11.5633 16.7543
H -0.0655 -11.1922 16.6549
H 0.9722 -10.7163 18.0076
H 3.2733 -9.4135 16.4171
H 2.3937 -8.9834 17.9118
H 2.8895 -6.8537 17.3876
H 1.2468 -7.1093 16.7536
H 1.7215 -7.4131 14.7571
H 3.2942 -5.1049 15.4567
H 1.5856 -5.2262 15.3780
H 3.5222 -5.5656 12.9662
H 2.2630 -4.3452 13.3391
H 0.8157 -4.9452 11.2643
H 0.9141 -6.6197 10.7436
H 2.3964 -5.5981 10.7936
C -3.7874 -7.5988 7.2380
O -3.6758 -8.9806 7.3746
C -2.5000 -9.5687 6.7950
C -2.4814 -11.0969 6.8356
N -2.6300 -11.7044 8.2174
C -4.0150 -11.7830 8.7049
C -4.8734 -12.7608 7.8329
O -6.2196 -12.8787 8.4135
C -7.2185 -13.1628 7.4701
H -4.7390 -7.2530 7.6416
H -3.6366 -7.2040 6.2333
H -2.9761 -7.0902 7.7588
H -1.5688 -9.2723 7.2779
H -2.4385 -9.2753 5.7471
H -1.4559 -11.3425 6.5596
H -3.0563 -11.5213 6.0126
H -2.1698 -11.1254 8.9051
H -4.4050 -10.7801 8.8788
H -3.8082 -12.2236 9.6802
H -4.4490 -13.7629 7.8945
H -4.8838 -12.4028 6.8035
H -7.2298 -12.6093 6.5311
H -8.2140 -12.9004 7.8280
H -7.1982 -14.2398 7.3032

Computed properties:
total charge: +2
E_tot: -4010.5207 a.u.
largest force on an atom: 0.0753 hartree/bohr


# 2
Computed, not measured: C42H105Cl2FFeO28P7 as an isolated structure in a non-equilibrium geometry, with wB97M-V/def2-TZVPD.

Element x y z (Å)
Fe 0.2560 0.0812 -0.4135
F 0.8271 1.5378 -1.6302
Cl 1.2983 0.9067 1.7639
Cl 1.8384 -1.5923 -0.8998
C -1.0848 4.3615 4.0337
C -2.2072 3.7976 3.1315
O -1.4833 2.8941 2.2705
P -1.8446 2.5794 0.6699
O -1.3108 1.3368 0.0451
O -3.5097 2.5641 0.6352
C -4.1702 3.0447 -0.5149
C -5.4188 2.1460 -0.7021
O -1.6079 4.0374 -0.0826
C -0.3310 4.3348 -0.5432
C -0.5374 5.1661 -1.8653
H -0.4543 3.5224 4.3277
H -0.3774 5.0923 3.6418
H -1.6539 4.7648 4.8713
H -2.8991 3.1398 3.6575
H -2.6399 4.6514 2.6102
H -4.5046 4.0502 -0.2595
H -3.5074 3.3776 -1.3136
H -5.1268 1.1060 -0.8482
H -6.0959 2.2407 0.1468
H -5.9408 2.4737 -1.6011
H -0.0195 5.0611 0.2074
H 0.4147 3.5456 -0.6388
H 0.4753 5.4318 -2.1685
H -0.9605 4.6623 -2.7344
H -0.9403 6.1527 -1.6368
C -3.7715 -4.1546 -0.5174
C -3.0175 -2.8616 -0.1021
O -2.7801 -2.8721 1.2982
P -1.5749 -1.9774 1.8204
O -0.8139 -1.1531 0.7694
O -2.1393 -1.2032 3.0708
C -3.3188 -0.5197 3.1024
C -3.9092 -0.0286 4.4488
O -0.8315 -3.1344 2.6838
C 0.3084 -2.9445 3.5551
C -0.3224 -2.9098 4.8557
H -4.8455 -4.1555 -0.3314
H -3.6007 -4.3866 -1.5686
H -3.3412 -4.9607 0.0769
H -2.0752 -2.9214 -0.6466
H -3.5922 -2.0012 -0.4452
H -3.3307 0.2319 2.3131
H -4.0646 -1.2038 2.6974
H -3.4815 -0.6970 5.1961
H -3.6496 0.9885 4.7423
H -4.9726 -0.1141 4.6726
H 0.8851 -3.8614 3.4338
H 0.8247 -2.0353 3.2471
H -0.5759 -3.9166 5.1878
H 0.4750 -2.4704 5.4551
H -1.1373 -2.1995 4.9950
C -1.7318 -11.2080 -1.8861
C -0.2639 -11.0954 -1.6767
O -0.1129 -10.1181 -0.7040
P 1.2933 -9.2836 -0.6025
O 1.9210 -9.1495 -1.9782
O 2.2912 -10.1916 0.3597
C 3.5084 -9.6657 0.8607
C 4.7053 -9.6879 -0.0907
O 1.0078 -7.9411 0.3168
C 1.3435 -6.6365 -0.2636
C 0.0535 -5.7256 0.1663
H -2.0519 -10.2147 -2.2008
H -2.0359 -11.9093 -2.6632
H -2.3332 -11.4728 -1.0165
H 0.0857 -12.0385 -1.2566
H 0.1804 -10.7802 -2.6208
H 3.3784 -8.6845 1.3172
H 3.7588 -10.3697 1.6543
H 5.0453 -10.6943 -0.3348
H 4.4640 -9.0871 -0.9675
H 5.5836 -9.2911 0.4185
H 2.2162 -6.2037 0.2255
H 1.4634 -6.5618 -1.3444
H -0.8380 -6.0675 -0.3594
H -0.2447 -5.7589 1.2142
H 0.3205 -4.6873 -0.0304
C -6.0941 1.6985 7.0339
C -4.7588 2.4195 7.5828
O -3.5580 1.9543 7.0327
P -2.1653 2.3449 7.8043
O -2.0697 3.8063 8.1524
O -2.1631 1.2900 8.9768
C -1.6905 1.6801 10.3076
C -2.9028 2.0059 11.1554
O -0.9583 1.9575 6.8080
C -0.7924 0.6227 6.5138
C -0.2524 0.7526 5.0840
H -6.7791 2.4490 7.4284
H -6.3771 1.7634 5.9833
H -6.3397 0.6935 7.3771
H -4.6699 3.4645 7.2861
H -4.7197 2.3777 8.6713
H -1.1913 0.7810 10.6688
H -0.9205 2.4503 10.3518
H -3.5455 1.1330 11.2696
H -2.6296 2.1977 12.1930
H -3.5867 2.7661 10.7778
H -0.2757 0.1039 7.3212
H -1.7806 0.1817 6.3830
H 0.7964 1.0386 5.1631
H -0.1785 -0.1509 4.4789
H -0.9067 1.3158 4.4185
C 5.0572 0.3598 0.4085
C 4.5934 1.6606 -0.0774
O 5.6849 2.3186 -0.6602
P 5.9782 3.7478 0.0335
O 6.4231 3.7521 1.4571
O 6.8207 4.5257 -1.0599
C 7.1425 5.8037 -0.6884
C 8.2221 6.1725 0.3054
O 4.5547 4.4211 -0.1239
C 3.9587 5.4830 0.6847
C 2.8635 4.9975 1.5847
H 4.1527 -0.2124 0.6146
H 5.6282 -0.0959 -0.4005
H 5.6833 0.4936 1.2907
H 3.8339 1.4298 -0.8244
H 4.0763 2.2236 0.6996
H 7.2071 6.2755 -1.6689
H 6.2937 6.3235 -0.2441
H 8.2132 5.7163 1.2953
H 9.1975 5.8529 -0.0614
H 8.2700 7.2445 0.4969
H 4.7129 5.9077 1.3472
H 3.5895 6.2548 0.0093
H 3.2077 4.1954 2.2376
H 2.6434 5.8159 2.2702
H 1.8767 4.7221 1.2127
C -5.2551 -2.1926 -2.9890
C -3.8377 -2.2530 -3.6908
O -2.8800 -1.9497 -2.8056
P -1.7442 -0.7576 -2.9578
O -0.9702 -0.6490 -1.6909
O -0.9654 -1.3228 -4.2645
C -0.1730 -2.4968 -4.2216
C -0.9080 -3.4507 -5.1904
O -2.5040 0.5764 -3.5055
C -1.7096 1.7038 -3.9620
C -1.4133 1.6623 -5.4221
H -5.2836 -1.1947 -2.5514
H -5.9761 -2.2768 -3.8021
H -5.3947 -2.9922 -2.2616
H -3.6666 -3.2672 -4.0515
H -3.7874 -1.4494 -4.4256
H 0.8904 -2.3845 -4.4324
H -0.1659 -2.8727 -3.1985
H -1.9706 -3.5845 -4.9877
H -0.8039 -3.4607 -6.2754
H -0.5298 -4.4574 -5.0128
H -2.3030 2.5752 -3.6853
H -0.8249 1.6710 -3.3262
H -2.1850 1.0960 -5.9436
H -1.1714 2.6322 -5.8569
H -0.5681 0.9747 -5.4502
C 0.6344 2.7608 -10.3952
C 0.8056 3.0971 -8.8527
O 1.2295 1.8297 -8.3741
P 2.3228 1.7580 -7.1412
O 2.6449 0.3652 -6.5861
O 1.5853 2.7621 -6.0292
C 1.7901 2.5553 -4.6201
C 2.7659 3.4016 -3.7972
O 3.7432 2.5438 -7.4811
C 4.7416 2.8095 -6.4368
C 4.7146 4.2965 -6.2829
H 0.0707 1.8291 -10.4427
H 0.1063 3.6148 -10.8194
H 1.6598 2.6917 -10.7583
H 1.4600 3.9353 -8.6134
H -0.1415 3.0551 -8.3148
H 0.8164 2.6336 -4.1365
H 2.1811 1.5497 -4.4653
H 2.2121 3.5118 -2.8649
H 3.6710 3.0092 -3.3334
H 2.8694 4.4055 -4.2090
H 4.3888 2.2332 -5.5815
H 5.7032 2.5283 -6.8662
H 5.1255 4.8799 -7.1069
H 3.6639 4.5858 -6.3045
H 5.1231 4.5093 -5.2950

Computed properties:
total charge: 0
E_tot: -8444.0223 a.u.
largest force on an atom: 0.1180 hartree/bohr
2S+1: 6
<S²>: 8.76